{"formula": "C62H69AsFN7O4P2Se2Ti", "method": "ωB97M-V/def2-TZVPD", "e_homo_ev": [-9.90, -9.91], "total_charge": 2, "gap_ev": [5.156, 5.166], "energy_ev": -319967.9497, "species": ["Ti", "C", "C", "N", "C", "C", "C", "O", "O", "C", "O", "C", "C", "C", "F", "C", "C", "C", "N", "C", "C", "N", "C", "C", "H", "H", "H", "H", "H", "H", "H", "H", "H", "H", "H", "H", "H", "H", "H", "H", "H", "H", "Se", "Se", "C", "C", "C", "C", "C", "N", "C", "C", "C", "C", "C", "N", "H", "H", "H", "H", "H", "H", "H", "H", "C", "P", "C", "N", "C", "C", "C", "C", "C", "C", "N", "C", "P", "C", "C", "C", "C", "C", "C", "C", "C", "C", "H", "H", "H", "H", "H", "H", "H", "H", "H", "H", "H", "H", "H", "H", "H", "H", "H", "H", "H", "H", "H", "H", "H", "H", "H", "H", "H", "H", "O", "As", "C", "C", "C", "C", "C", "C", "C", "C", "C", "C", "C", "C", "C", "C", "C", "C", "C", "C", "H", "H", "H", "H", "H", "H", "H", "H", "H", "H", "H", "H", "H", "H", "H"], "xyz": [[-0.41762, 0.62319, 0.65572], [-1.49907, -6.73988, 2.66009], [-0.84277, -5.68149, 3.52766], [-0.48509, -4.47591, 2.75419], [-1.33991, -3.45193, 2.74570], [-1.13129, -2.27931, 2.05952], [-2.22843, -1.24947, 2.06908], [-3.18792, -1.40993, 2.78935], [-2.07104, -0.24163, 1.25248], [0.05091, -2.14988, 1.32179], [0.36143, -1.08633, 0.68637], [0.94928, -3.26716, 1.25980], [2.13921, -3.15463, 0.52073], [3.01649, -4.18851, 0.53670], [4.19728, -4.06673, -0.09500], [2.77389, -5.37620, 1.26150], [1.60181, -5.48514, 1.97689], [0.68123, -4.42067, 2.00099], [3.71579, -6.42804, 1.29778], [4.32117, -6.75722, 2.57404], [4.66518, -8.23250, 2.62407], [5.58331, -8.54337, 1.46790], [4.96805, -8.14752, 0.14696], [4.61456, -6.67195, 0.18872], [-1.74291, -7.61410, 3.26361], [-0.84723, -7.05586, 1.84491], [-2.42496, -6.36259, 2.22577], [0.05854, -6.04452, 4.01715], [-1.51048, -5.35004, 4.31953], [-2.24536, -3.55994, 3.33024], [2.36808, -2.22510, 0.01655], [1.39436, -6.40881, 2.49621], [3.64780, -6.51869, 3.39320], [5.23939, -6.16746, 2.73663], [3.78363, -8.85576, 2.48605], [5.18082, -8.51133, 3.54076], [5.82630, -9.53373, 1.46332], [6.45905, -8.02972, 1.59205], [4.08482, -8.77080, 0.02260], [5.69504, -8.37331, -0.63059], [4.13825, -6.41381, -0.75424], [5.53530, -6.07517, 0.26030], [1.63540, 2.04691, 0.62169], [2.75813, -0.56640, 2.55497], [1.22716, 0.03709, 3.41884], [1.26309, 0.00769, 4.84280], [0.21075, 0.40359, 5.61430], [-0.95664, 0.84610, 4.97456], [-0.95212, 0.86624, 3.61185], [0.08961, 0.49976, 2.81983], [2.53603, 1.09426, -0.74602], [3.89533, 1.29288, -0.98525], [4.49827, 0.58283, -2.00514], [3.73996, -0.32059, -2.74131], [2.40024, -0.45324, -2.42568], [1.79712, 0.24827, -1.46284], [2.17751, -0.35056, 5.29189], [0.27598, 0.36172, 6.69439], [-1.84452, 1.15152, 5.51177], [-1.83958, 1.16100, 3.08525], [4.45642, 1.98477, -0.37239], [5.54960, 0.72577, -2.22007], [4.16921, -0.89497, -3.55092], [1.76874, -1.14418, -2.97723], [-2.26099, 3.38480, -3.87772], [-0.84731, 3.20462, -2.69846], [-0.04285, 1.80371, -3.59052], [0.90668, 2.03598, -4.45116], [1.34863, 1.02136, -5.24420], [2.39787, 1.24972, -6.16055], [2.77436, 0.25043, -7.01291], [2.12408, -1.00536, -6.98732], [1.11755, -1.24948, -6.09615], [0.72549, -0.23226, -5.19861], [-0.20373, -0.49560, -4.23705], [-0.54898, 0.45220, -3.41115], [-1.49126, -0.12837, -1.91091], [-3.13330, 0.67215, -2.02134], [-1.89164, -1.92822, -2.23389], [-0.60673, -2.76424, -2.30144], [-2.69277, -2.44022, -1.02787], [-2.76307, -2.12630, -3.48042], [0.13721, 4.75412, -3.07150], [-0.78913, 5.88793, -2.60184], [0.54722, 5.05182, -4.51647], [1.38404, 4.72535, -2.18546], [-1.94980, 3.82740, -4.82324], [-3.04023, 4.00243, -3.43341], [-2.68763, 2.40687, -4.09442], [2.86735, 2.22481, -6.17434], [3.57052, 0.41990, -7.72596], [2.43125, -1.77496, -7.68329], [0.60917, -2.20444, -6.05095], [-3.54407, 0.64961, -3.02942], [-3.02985, 1.70406, -1.69798], [-3.82053, 0.16823, -1.34236], [-0.87726, -3.82292, -2.23997], [-0.06082, -2.60129, -3.22534], [0.05457, -2.53805, -1.45973], [-2.07358, -2.51180, -0.14058], [-3.04567, -3.44778, -1.26546], [-3.56809, -1.83709, -0.79029], [-2.35654, -1.65002, -4.36427], [-3.77747, -1.76078, -3.31025], [-2.83762, -3.19929, -3.68123], [-1.59978, 6.06833, -3.31022], [-0.20894, 6.81103, -2.51880], [-1.23577, 5.68025, -1.62567], [-0.25551, 4.87356, -5.23233], [1.40199, 4.46083, -4.82310], [0.81385, 6.11134, -4.58252], [1.12575, 4.68218, -1.12680], [1.97903, 5.62602, -2.36445], [2.01246, 3.85990, -2.41029], [-1.36890, 2.30984, 0.90619], [-2.01692, 3.66579, 1.68504], [-3.08129, 4.67570, 0.47417], [-4.02405, 3.98809, -0.28264], [-4.91247, 4.69639, -1.07435], [-4.86392, 6.08529, -1.10288], [-3.94145, 6.76780, -0.32403], [-3.05122, 6.06494, 0.47646], [-3.20598, 3.18087, 3.09480], [-3.40189, 4.08480, 4.13425], [-4.35445, 3.80557, 5.10377], [-5.10103, 2.63790, 5.02691], [-4.90427, 1.74474, 3.98154], [-3.96212, 2.01691, 3.00200], [-0.52393, 4.64920, 2.32596], [0.14076, 5.54263, 1.48972], [1.30042, 6.15789, 1.93391], [1.79678, 5.87343, 3.19851], [1.14128, 4.97032, 4.02358], [-0.02351, 4.35562, 3.59222], [-4.07772, 2.90816, -0.24679], [-5.64876, 4.16687, -1.66532], [-5.55872, 6.63733, -1.72236], [-3.91436, 7.84918, -0.33167], [-2.35013, 6.60973, 1.09792], [-2.81827, 4.99509, 4.20234], [-4.51055, 4.49955, 5.91897], [-5.83988, 2.42215, 5.78779], [-5.47840, 0.82958, 3.92824], [-3.79670, 1.30832, 2.19919], [-0.21313, 5.73257, 0.48266], [1.82265, 6.84987, 1.28675], [2.70466, 6.35378, 3.53965], [1.53971, 4.73867, 5.00239], [-0.52304, 3.64542, 4.23637]], "forces_ev_per_angstrom": [[0.42, 1.56, 0.20], [-0.01, -0.06, 0.00], [0.04, 0.10, -0.03], [0.03, -0.08, 0.00], [0.01, 0.12, 0.07], [0.00, -0.15, 0.07], [0.11, 0.00, 0.07], [-0.19, 0.00, -0.06], [-0.23, -0.31, 0.07], [0.05, 0.11, -0.08], [0.03, -0.86, -0.44], [0.04, 0.05, 0.06], [-0.10, -0.02, 0.03], [-0.02, -0.10, 0.13], [0.08, 0.04, -0.09], [0.13, 0.21, -0.08], [-0.13, 0.04, -0.01], [0.04, -0.09, 0.03], [-0.17, -0.27, 0.08], [0.11, 0.13, -0.01], [0.05, -0.05, -0.08], [-0.03, 0.06, 0.00], [0.05, -0.06, 0.07], [0.03, 0.03, -0.03], [0.01, 0.01, -0.01], [0.00, 0.01, 0.01], [0.01, 0.01, 0.01], [0.00, -0.02, 0.02], [-0.03, -0.03, -0.01], [-0.01, 0.00, -0.02], [0.00, 0.00, -0.03], [0.03, -0.01, -0.01], [-0.05, -0.03, -0.01], [-0.02, 0.00, 0.03], [-0.02, 0.01, 0.04], [0.00, 0.03, 0.01], [-0.01, -0.05, -0.01], [0.03, 0.02, 0.01], [-0.02, 0.01, -0.02], [-0.01, 0.02, -0.02], [-0.01, 0.00, 0.01], [0.00, -0.01, -0.02], [-0.43, 0.02, -0.26], [0.06, 0.01, -0.02], [-0.03, 0.07, 0.17], [0.07, 0.01, 0.00], [-0.03, -0.01, 0.00], [0.05, 0.03, -0.05], [0.01, 0.05, 0.00], [-0.05, -0.09, -0.04], [0.16, -0.06, -0.05], [-0.03, 0.01, 0.05], [0.00, -0.03, -0.03], [0.01, 0.04, 0.03], [0.02, -0.15, 0.02], [-0.03, -0.06, 0.06], [0.00, 0.01, 0.00], [0.00, 0.01, -0.01], [0.01, 0.00, 0.00], [0.07, -0.06, 0.03], [-0.01, -0.01, 0.01], [0.00, 0.00, -0.01], [0.00, 0.00, 0.00], [0.12, 0.05, 0.11], [0.00, -0.02, -0.04], [-0.07, 0.01, 0.03], [-0.03, -0.01, -0.09], [-0.04, 0.05, 0.05], [0.03, 0.08, -0.01], [0.00, 0.00, 0.01], [0.02, 0.01, -0.01], [0.02, -0.01, -0.01], [-0.02, 0.01, 0.02], [-0.10, -0.04, -0.02], [-0.02, 0.08, 0.01], [0.06, -0.11, 0.02], [0.02, 0.52, 0.24], [-0.02, -0.02, -0.08], [-0.02, -0.01, 0.05], [0.04, -0.04, 0.04], [-0.02, -0.07, -0.06], [-0.01, -0.05, 0.09], [0.04, 0.01, 0.04], [0.00, 0.01, 0.05], [-0.06, -0.02, 0.01], [0.07, -0.04, -0.04], [0.00, -0.01, -0.01], [-0.02, 0.03, 0.03], [-0.02, 0.01, 0.01], [0.00, -0.01, 0.00], [-0.01, 0.00, 0.00], [0.00, 0.00, 0.01], [0.00, 0.00, -0.01], [-0.02, -0.06, 0.01], [0.02, 0.07, -0.01], [0.03, 0.00, 0.03], [0.00, 0.00, 0.00], [-0.03, -0.01, -0.01], [-0.02, 0.02, -0.05], [0.00, 0.01, 0.00], [0.00, 0.02, 0.00], [0.00, 0.01, 0.00], [0.09, 0.06, -0.09], [0.03, 0.02, -0.02], [-0.01, 0.02, 0.01], [0.00, -0.01, 0.01], [-0.02, 0.00, -0.02], [-0.01, -0.01, 0.02], [-0.01, 0.04, 0.00], [0.05, -0.07, 0.00], [0.01, -0.03, -0.01], [0.00, -0.03, 0.04], [-0.02, 0.00, 0.03], [0.00, 0.01, -0.02], [-0.38, -0.70, -0.08], [0.38, 0.05, -0.08], [-0.03, 0.00, -0.01], [-0.02, 0.04, -0.08], [0.01, 0.01, -0.06], [0.01, 0.01, 0.00], [0.00, -0.01, -0.01], [0.05, 0.05, 0.04], [-0.06, 0.10, 0.02], [-0.01, -0.04, 0.03], [-0.01, 0.00, 0.00], [0.01, 0.01, 0.02], [-0.01, -0.02, -0.01], [-0.06, 0.03, 0.01], [-0.05, 0.10, 0.12], [0.05, -0.09, -0.12], [-0.01, -0.01, -0.02], [0.01, 0.01, 0.01], [0.03, 0.00, 0.01], [0.07, 0.04, -0.02], [0.03, -0.05, 0.02], [0.01, 0.00, 0.01], [0.01, -0.01, 0.01], [-0.01, 0.00, 0.00], [0.00, -0.05, -0.02], [0.01, 0.01, -0.03], [0.00, -0.01, -0.01], [0.01, 0.00, -0.01], [0.01, 0.00, -0.01], [0.00, -0.02, -0.03], [-0.04, 0.02, 0.06], [0.00, 0.00, 0.00], [-0.01, -0.01, 0.00], [-0.01, 0.01, -0.01], [-0.06, -0.07, 0.03]]}